# C52H47CaGeN7S2

C52H47CaGeN7S2 as an isolated structure at a distorted geometry (the ωB97M-V functional and the def2-TZVPD basis, OMol25).

The frontier orbital gap (spin up / spin down) is 4.42 / 6.22 eV. The calculation puts the energy above the lowest of the compared OMol25 structures with the same formula, charge and spin at 0.0 kcal/mol. The calculation puts the HOMO energy (spin up / spin down) at -2.493 / -4.296 eV. The calculation puts the total energy at -5943.95244 a.u. As for the total charge: -1. The spin multiplicity is 2. The LUMO energy (spin up / spin down) is 1.9 / 1.9 eV.

Geometry (Å):
Ca  -8.73  -17.76  5.35
C  -11.19  -14.19  4.84
S  -11.77  -14.06  3.09
C  -11.77  -15.88  2.64
S  -11.52  -17.80  5.57
N  -10.69  -16.64  2.46
N  -9.55  -16.32  3.11
C  -8.46  -16.30  2.39
C  -7.20  -15.95  3.02
C  -6.29  -15.11  2.37
C  -5.10  -14.70  2.95
C  -4.83  -15.14  4.29
C  -5.84  -15.86  4.91
N  -6.97  -16.27  4.34
H  -11.67  -13.48  5.51
H  -10.11  -13.97  4.78
H  -11.32  -15.18  5.18
H  -8.44  -16.44  1.31
H  -6.57  -14.67  1.43
H  -4.39  -14.09  2.38
H  -3.94  -14.99  4.85
H  -5.69  -16.22  5.90
C  -9.58  -21.45  1.95
C  -9.59  -20.21  2.56
N  -8.87  -19.95  3.70
C  -8.10  -20.89  4.26
C  -7.79  -22.10  3.46
C  -8.64  -22.38  2.38
C  -6.57  -22.81  3.81
C  -5.92  -22.55  5.03
C  -6.33  -21.46  5.83
C  -7.56  -20.76  5.60
N  -8.06  -19.80  6.48
C  -7.76  -19.71  7.81
C  -7.47  -20.78  8.65
C  -7.22  -20.55  10.02
C  -7.12  -19.21  10.56
C  -7.42  -18.09  9.70
C  -7.38  -16.71  10.19
C  -7.73  -15.68  9.34
C  -7.95  -16.00  7.97
N  -8.03  -17.24  7.54
C  -7.76  -18.32  8.33
H  -10.22  -21.62  1.08
H  -10.24  -19.42  2.27
H  -8.63  -23.38  1.92
H  -6.24  -23.58  3.09
H  -4.99  -23.02  5.34
H  -5.80  -21.12  6.76
H  -7.40  -21.75  8.25
H  -7.17  -21.46  10.69
H  -6.80  -19.11  11.62
H  -7.00  -16.58  11.19
H  -7.80  -14.67  9.66
H  -8.28  -15.23  7.29
C  -12.74  -15.59  10.77
N  -13.10  -15.98  9.41
C  -14.26  -15.30  8.92
C  -12.18  -16.69  8.51
C  -12.45  -18.17  8.29
C  -13.06  -19.08  9.13
C  -13.18  -20.46  8.83
C  -12.66  -21.00  7.66
C  -12.20  -20.08  6.68
C  -12.07  -18.67  6.97
H  -12.52  -14.51  10.89
H  -11.83  -16.10  11.02
H  -13.49  -15.80  11.51
H  -15.10  -15.52  9.67
H  -14.53  -15.82  7.98
H  -14.16  -14.19  8.82
H  -11.12  -16.51  8.80
H  -12.37  -16.17  7.51
H  -13.55  -18.71  10.05
H  -13.62  -21.09  9.67
H  -12.68  -22.11  7.50
H  -11.87  -20.40  5.69
C  -13.52  -14.74  0.41
Ge  -13.24  -16.41  1.41
C  -15.01  -16.65  2.31
C  -15.49  -15.48  2.89
C  -16.66  -15.54  3.74
C  -17.38  -16.71  3.75
C  -16.98  -17.85  3.02
C  -15.75  -17.85  2.38
C  -12.51  -17.84  0.25
C  -12.29  -17.57  -1.12
C  -12.02  -18.59  -2.05
C  -12.18  -19.91  -1.73
C  -12.60  -20.23  -0.40
C  -13.04  -21.53  -0.07
C  -13.19  -21.82  1.27
C  -13.02  -20.87  2.33
C  -12.88  -19.53  1.97
C  -12.64  -19.20  0.60
H  -14.13  -14.91  -0.51
H  -12.65  -14.25  0.05
H  -14.11  -14.03  1.02
H  -15.03  -14.50  2.70
H  -16.90  -14.73  4.43
H  -18.23  -16.85  4.41
H  -17.60  -18.76  3.04
H  -15.43  -18.77  1.90
H  -12.19  -16.60  -1.51
H  -11.86  -18.32  -3.11
H  -11.92  -20.72  -2.45
H  -13.07  -22.33  -0.77
H  -13.34  -22.92  1.43
H  -12.97  -21.18  3.37
H  -12.87  -18.73  2.72